{"formula": "C24H43ClFN4O5P", "method": "ωB97M-V/def2-TZVPD", "total_charge": -2, "de_lowest_kj_mol": 313.43, "symbols": ["C", "C", "C", "C", "C", "C", "C", "C", "C", "C", "C", "C", "C", "C", "N", "C", "C", "F", "C", "N", "C", "C", "C", "C", "Cl", "N", "N", "C", "C", "C", "O", "H", "H", "H", "H", "H", "H", "H", "H", "H", "H", "H", "H", "H", "H", "H", "H", "H", "H", "H", "H", "H", "H", "H", "H", "H", "H", "H", "H", "H", "H", "H", "H", "H", "H", "H", "H", "H", "H", "H", "H", "H", "H", "H", "O", "P", "O", "O", "O"], "positions_angstrom": [[-5.133093, -3.061510, 4.947905], [-5.088072, -3.881276, 3.608622], [-3.634760, -4.296465, 3.120534], [-2.513713, -4.186279, 4.223570], [-1.197302, -4.988973, 3.830315], [-0.452866, -4.314501, 2.618794], [0.683749, -3.294592, 3.069572], [1.523281, -2.960412, 1.778151], [2.338535, -1.623620, 1.865918], [3.397393, -1.580601, 0.681650], [3.356141, -0.212604, -0.142430], [3.335476, -0.557919, -1.674887], [3.152453, 0.679492, -2.628415], [1.962717, 1.608225, -2.297891], [1.940510, 2.927105, -2.687796], [3.071964, 3.507691, -3.413893], [2.987689, 2.978802, -4.927837], [1.657992, 2.643172, -5.205231], [0.761352, 3.651226, -2.349070], [0.399349, 4.954607, -2.613827], [0.922640, 5.858187, -1.741885], [0.138579, 6.229565, -0.434256], [2.272849, 6.615278, -1.972283], [0.022897, 2.579536, -1.676773], [-1.596136, 2.823034, -1.030542], [0.755856, 1.387839, -1.661708], [0.401886, 0.151508, -1.169065], [-0.201006, 0.219390, 0.186084], [-0.388672, -0.607012, -2.118073], [-1.108687, -1.937666, -1.745899], [-0.441662, -0.194110, -3.248318], [-6.217528, -2.824117, 5.139544], [-4.627299, -2.073285, 4.823742], [-4.752222, -3.616272, 5.839683], [-5.520743, -3.219890, 2.808306], [-5.734046, -4.797443, 3.656489], [-3.353200, -3.608076, 2.288427], [-3.677967, -5.352247, 2.744158], [-2.217472, -3.102394, 4.275151], [-2.878967, -4.515666, 5.228522], [-1.571331, -5.991900, 3.470409], [-0.550158, -5.177423, 4.722350], [-1.219953, -3.812204, 1.970653], [0.042700, -5.131007, 2.030709], [1.274550, -3.848434, 3.847215], [0.178900, -2.402852, 3.517135], [0.810446, -2.948291, 0.907269], [2.232020, -3.818240, 1.615976], [2.928086, -1.673629, 2.826562], [1.714646, -0.704192, 1.923917], [4.408764, -1.743706, 1.131881], [3.205267, -2.466701, 0.018068], [4.322961, 0.303467, 0.096670], [2.527530, 0.454447, 0.183811], [2.557926, -1.353762, -1.833101], [4.317104, -1.034753, -1.948611], [4.131713, 1.207718, -2.691052], [2.946587, 0.260616, -3.660221], [4.054592, 3.270577, -2.940334], [2.971203, 4.613684, -3.464476], [3.242851, 3.858247, -5.568952], [3.700531, 2.141242, -5.119488], [0.168115, 5.336115, 0.248361], [0.585665, 7.151465, 0.028859], [-0.919707, 6.452948, -0.745306], [3.126189, 5.915441, -1.707938], [2.353469, 7.551109, -1.358185], [2.403565, 6.864361, -3.064755], [-1.297972, 0.461967, 0.166466], [-0.112651, -0.782417, 0.671345], [0.315489, 1.008453, 0.787682], [-2.182926, -1.697678, -1.554500], [-0.971305, -2.624712, -2.613774], [-0.597070, -2.341436, -0.828250], [-4.982939, 3.760608, -1.311543], [-5.092712, 2.937130, -2.612750], [-4.132518, 3.533083, -3.662588], [-6.533649, 2.991750, -3.152113], [-4.703875, 1.471179, -2.322455]], "atomic_forces_ev_per_a": [[-1.01, -0.03, -0.42], [0.37, 0.32, -0.23], [-0.02, 0.08, 0.58], [0.71, 0.13, -0.43], [-1.39, -0.16, -0.67], [0.42, -0.18, 0.92], [-1.04, -0.99, -0.98], [-0.29, 0.39, 0.83], [1.06, -1.09, 0.17], [-0.65, 0.64, 0.37], [1.22, -1.09, -0.06], [-0.09, 0.19, 0.35], [-1.07, -1.16, -0.22], [-0.12, 1.26, 0.19], [1.02, -0.23, 0.36], [-0.27, -0.09, -1.38], [0.19, 1.27, 0.73], [1.21, -0.14, -0.03], [-2.04, -2.61, 1.16], [2.09, -2.09, 1.01], [0.06, 2.35, 0.84], [0.62, -0.03, -1.65], [-1.09, -0.58, -0.35], [-0.40, 2.30, -0.69], [1.31, -0.52, -0.76], [1.50, 1.63, -1.20], [-1.62, -0.99, 0.76], [-0.66, -0.15, 0.75], [-0.30, 0.36, -1.38], [1.15, 0.82, 0.87], [0.20, -0.48, 0.25], [1.00, -0.19, -0.03], [-0.16, -0.88, 0.23], [-0.17, 0.51, -0.79], [0.23, -0.71, 0.76], [0.51, 0.84, 0.18], [-0.18, -0.76, 0.46], [0.14, 0.92, 0.14], [-0.38, -0.87, 0.34], [0.29, 0.25, -0.86], [0.49, 0.75, 0.47], [-0.33, 0.34, -0.75], [0.85, -0.42, 0.44], [-0.40, 0.75, 0.28], [-0.25, 0.84, -0.61], [0.66, -0.53, -0.29], [0.74, 0.09, 0.64], [-0.57, 0.80, 0.01], [-0.67, 0.16, -0.74], [0.30, -0.81, -0.19], [-0.71, 0.19, -0.51], [0.13, 0.90, 0.37], [-0.89, -0.07, -0.31], [0.54, -0.65, -0.38], [0.55, 0.94, -0.05], [-0.82, 0.40, 0.27], [-1.03, 0.01, 0.21], [0.31, 0.39, 0.85], [-0.82, 0.12, -0.30], [-0.27, -0.93, 0.38], [-0.09, -0.86, 0.25], [-0.87, 0.36, 0.05], [-0.26, 0.72, -0.13], [-0.41, -1.00, -0.15], [0.82, -0.43, 0.56], [-0.13, 0.55, 0.00], [-0.02, -0.90, -0.54], [-0.13, -0.19, 1.01], [1.07, -0.03, -0.12], [0.23, 0.83, -0.33], [-0.37, -0.78, -0.53], [0.84, -0.29, -0.17], [-0.27, 0.63, 0.75], [-0.81, 0.03, -0.82], [-0.03, -0.11, 0.29], [-0.20, -0.14, 0.29], [0.01, -0.18, -0.34], [0.02, 0.32, -0.11], [0.45, -0.06, 0.09]]}

{"formula": "C24H43ClLaP2", "method": "ωB97M-V/def2-TZVPD", "total_charge": 1, "de_lowest_kj_mol": 30.38, "symbols": ["La", "C", "C", "C", "C", "C", "C", "H", "H", "H", "C", "H", "H", "H", "C", "H", "H", "H", "C", "H", "H", "H", "C", "H", "H", "H", "C", "C", "C", "C", "C", "C", "C", "C", "H", "H", "H", "H", "H", "H", "H", "H", "H", "H", "H", "H", "P", "C", "C", "P", "C", "C", "C", "H", "H", "H", "H", "H", "H", "H", "H", "H", "H", "H", "H", "H", "H", "Cl", "C", "H", "H"], "positions_angstrom": [[1.642324, -1.620287, 0.751238], [3.251201, 0.372889, 1.316336], [2.390698, 0.163599, 2.455574], [3.752983, -1.708496, 2.218492], [4.135134, -0.750104, 1.230161], [2.697562, -1.135845, 2.999256], [3.310979, 1.574579, 0.438943], [2.322119, 1.857208, 0.042846], [3.959456, 1.411610, -0.432556], [3.693030, 2.456379, 0.977857], [5.349730, -0.816136, 0.378878], [5.689084, 0.198805, 0.133510], [5.180445, -1.363425, -0.552755], [6.167894, -1.311807, 0.918110], [4.311324, -3.077940, 2.347647], [5.402834, -3.050541, 2.239671], [3.904826, -3.770630, 1.577744], [4.083939, -3.489365, 3.340046], [1.903863, -1.860876, 4.019386], [2.495874, -2.678731, 4.457142], [0.975770, -2.303931, 3.596486], [1.618936, -1.173554, 4.824338], [1.342107, 1.092691, 2.946403], [1.289740, 1.072759, 4.044602], [0.326409, 0.827706, 2.584087], [1.544729, 2.124853, 2.634357], [0.279215, 1.904786, -2.540712], [0.633333, 2.766593, -1.577470], [0.026262, 2.760877, -0.206515], [-1.531632, 2.768793, -0.244007], [-2.238208, 1.554629, 0.152737], [-1.699700, 0.201326, 0.029023], [-0.496011, 0.031797, -0.981073], [-0.725583, 0.815335, -2.308560], [0.389889, 3.642276, 0.351114], [-1.852682, 3.103879, -1.254181], [0.349494, 1.910627, 0.407460], [-1.786029, 1.273425, -2.273723], [0.747492, 1.927504, -3.546198], [1.408851, 3.524860, -1.729577], [-0.715815, 0.101090, -3.147366], [0.438069, 0.400784, -0.513702], [-1.358660, -0.164628, 1.044619], [-0.330672, -1.027516, -1.235872], [-1.861879, 3.569854, 0.437995], [-3.045970, 1.684857, 0.874406], [-3.535713, 1.029055, -2.328643], [-4.030233, 1.263286, -4.065863], [-4.709710, 2.175660, -1.512977], [-2.981423, -1.073075, -0.287191], [-3.742131, -0.734504, -1.932835], [-4.420312, -0.931304, 0.785326], [-2.315215, -2.716848, -0.225727], [-3.904563, 0.339670, -4.642823], [-3.403471, 2.059057, -4.493947], [-5.079327, 1.583931, -4.105211], [-5.628661, 2.239784, -2.113530], [-4.249205, 3.177178, -1.502603], [-4.959547, 1.892640, -0.486295], [-3.048439, -3.401969, -0.645459], [-2.134267, -2.952244, 0.835624], [-1.368104, -2.796926, -0.787650], [-3.258102, -1.360856, -2.703210], [-4.814116, -1.018126, -1.922151], [-4.265077, -1.630381, 1.615943], [-5.325896, -1.229806, 0.246583], [-4.570670, 0.084181, 1.175152], [2.566095, -1.875496, -1.994850], [3.091233, -2.938200, -0.672931], [2.532432, -3.888812, -0.736052], [4.181664, -3.088453, -0.724880]], "atomic_forces_ev_per_a": [[-1.27, -0.10, -1.00], [0.34, -0.66, 1.17], [1.06, -0.72, -0.36], [0.03, 1.25, 0.07], [-0.57, 0.17, 0.75], [0.75, 0.93, -0.68], [-0.13, 0.66, -0.34], [0.45, -0.11, 0.15], [-0.18, 0.00, 0.28], [-0.07, -0.25, -0.10], [0.37, 0.02, -0.29], [-0.04, -0.33, -0.02], [0.19, 0.17, 0.01], [-0.19, 0.08, -0.15], [0.10, -0.49, 0.29], [-0.23, -0.16, -0.05], [0.31, 0.25, 0.43], [0.15, -0.04, -0.30], [0.15, -0.10, 0.43], [-0.37, 0.24, -0.10], [0.01, 0.02, 0.21], [-0.19, -0.27, -0.14], [-0.65, 0.26, 0.27], [0.02, 0.06, -0.28], [0.25, 0.21, 0.11], [-0.09, -0.27, 0.06], [0.68, -0.24, -0.20], [0.61, -0.10, -0.32], [-0.37, 0.61, 0.37], [0.14, 1.15, -0.11], [-1.11, -1.60, 0.38], [0.84, 0.19, 0.61], [-0.76, 0.05, -0.13], [1.50, 0.02, 0.20], [-0.18, -0.24, -0.28], [0.27, 0.16, 0.00], [-0.09, 0.30, -0.05], [1.72, -0.57, -0.09], [-0.30, 0.28, 0.76], [-0.29, -0.30, -0.33], [-0.06, 0.25, 0.16], [-0.36, -0.10, -0.18], [0.67, -0.80, 0.28], [-0.08, 0.00, 0.07], [0.03, -0.19, -0.28], [0.33, -0.17, 0.05], [-0.57, 2.40, 0.11], [-0.73, -0.43, -0.33], [-1.08, -0.32, -0.15], [-1.00, 2.04, -1.91], [-0.74, -0.92, 0.25], [0.12, -0.38, 0.78], [0.32, -0.58, 0.49], [-0.01, 0.27, -0.10], [-0.15, -0.31, 0.12], [0.17, -0.17, -0.35], [0.01, 0.10, 0.32], [0.01, -0.50, 0.05], [0.07, 0.12, -0.28], [0.08, -0.22, 0.09], [-0.06, -0.18, -0.37], [-0.50, 0.07, 0.12], [-0.04, 0.44, 0.17], [0.49, -0.20, 0.14], [-0.24, 0.26, 0.09], [0.28, -0.01, 0.06], [0.29, -0.27, -0.20], [-0.27, 0.41, -0.35], [0.45, -1.07, 0.47], [0.41, 0.04, -0.48], [-0.68, -0.05, -0.05]]}

{"formula": "C24H43F2N2O22P", "method": "ωB97M-V/def2-TZVPD", "total_energy_ev": -88337.707, "smiles": "NCCC[C@]1(N(C(=O)F)C(=O)F)C(=O)OC[C@@H]1P(=O)(O)O.COC(=O)OC.COC(=O)OC.COC(=O)OC.COC(=O)OC.COC(=O)OC", "symbols": ["N", "C", "C", "C", "C", "N", "C", "O", "F", "C", "O", "F", "C", "O", "O", "C", "C", "P", "O", "O", "O", "H", "H", "H", "H", "H", "H", "H", "H", "H", "H", "H", "H", "H", "C", "O", "C", "O", "O", "C", "H", "H", "H", "H", "H", "H", "C", "O", "C", "O", "O", "C", "H", "H", "H", "H", "H", "H", "C", "O", "C", "O", "O", "C", "H", "H", "H", "H", "H", "H", "C", "O", "C", "O", "O", "C", "H", "H", "H", "H", "H", "H", "C", "O", "C", "O", "O", "C", "H", "H", "H", "H", "H", "H"], "positions_angstrom": [[5.395386, -2.325751, -0.030996], [4.385129, -1.404519, -0.569650], [3.255529, -2.215160, -1.188944], [2.105888, -1.340571, -1.717270], [0.906308, -1.055288, -0.793711], [0.585996, 0.435510, -0.713431], [1.423102, 1.190924, 0.180150], [1.094074, 1.626327, 1.220570], [2.666800, 1.325402, -0.306583], [0.396942, 1.044311, -1.946583], [0.075025, 0.547880, -2.958122], [0.606050, 2.359761, -1.824254], [0.955020, -1.455346, 0.702118], [1.895000, -1.704082, 1.376966], [-0.309029, -1.488567, 1.176654], [-1.250381, -1.345672, 0.092406], [-0.436700, -1.742558, -1.139049], [-0.501174, -3.584420, -1.291301], [-1.329534, -3.928167, -2.447895], [0.979727, -4.163820, -1.335125], [-1.080107, -4.168482, 0.061893], [4.935320, -2.971565, 0.604339], [6.049879, -1.813741, 0.549814], [4.870818, -0.807833, -1.345845], [3.984374, -0.744812, 0.205704], [3.674084, -2.771404, -2.030370], [2.916708, -2.942837, -0.458376], [1.698578, -1.781287, -2.627655], [2.544496, -0.393772, -2.031049], [-1.630371, -0.327682, 0.041945], [-2.101952, -1.988827, 0.288998], [-0.888815, -1.430037, -2.076561], [1.181170, -4.507048, -2.215003], [-0.507170, -4.105441, 0.837859], [-6.980367, -4.962675, -6.506144], [-6.321766, -3.809883, -5.975479], [-5.649009, -4.036516, -4.842876], [-5.575521, -5.096745, -4.276740], [-5.086519, -2.897711, -4.456556], [-4.309077, -2.995413, -3.251543], [-7.475365, -4.625010, -7.411650], [-6.258844, -5.743198, -6.740192], [-7.711997, -5.347070, -5.797865], [-3.484616, -3.690934, -3.369716], [-4.943351, -3.308485, -2.423043], [-3.930708, -1.992855, -3.071009], [-3.960231, 2.983970, -2.422348], [-5.154386, 2.579023, -1.743333], [-5.186650, 1.294010, -1.404060], [-4.315810, 0.487718, -1.620002], [-6.340139, 1.045421, -0.791866], [-6.514811, -0.316145, -0.384320], [-4.088565, 4.041362, -2.630141], [-3.089227, 2.829226, -1.787867], [-3.840167, 2.427970, -3.349906], [-5.740532, -0.605144, 0.324038], [-6.488400, -0.979146, -1.247045], [-7.490025, -0.354604, 0.090209], [1.202294, 4.394197, 8.323739], [0.532459, 3.660357, 7.294991], [1.238384, 3.547233, 6.169278], [2.335515, 4.011353, 5.981964], [0.529745, 2.842364, 5.294769], [1.174175, 2.643599, 4.027246], [0.522492, 4.422382, 9.169604], [2.127375, 3.896323, 8.609247], [1.418120, 5.406264, 7.986075], [2.109075, 2.103371, 4.160762], [1.368856, 3.600715, 3.548080], [0.479508, 2.058065, 3.435512], [0.919051, -5.710645, -5.322341], [2.306209, -5.911546, -5.030673], [3.065597, -6.154275, -6.101399], [2.676645, -6.213243, -7.237844], [4.321701, -6.317887, -5.692723], [5.253876, -6.587955, -6.746155], [0.440780, -5.532129, -4.362283], [0.780872, -4.849041, -5.972374], [0.482219, -6.592475, -5.785877], [5.277120, -5.763345, -7.455721], [4.988036, -7.507125, -7.264229], [6.218468, -6.694368, -6.260095], [3.579938, 7.700762, 7.255517], [2.486966, 8.199260, 8.035622], [2.465076, 9.523770, 8.172104], [3.263419, 10.294976, 7.707378], [1.405866, 9.850629, 8.913082], [1.258996, 11.256196, 9.140042], [3.458272, 6.621323, 7.234385], [3.542925, 8.094964, 6.242104], [4.532124, 7.960488, 7.713906], [1.136799, 11.785070, 8.196878], [2.124635, 11.650752, 9.668446], [0.366324, 11.361031, 9.748788]], "atomic_forces_ev_per_a": [[-0.17, 0.03, 0.14], [0.16, -0.30, 0.18], [0.18, 0.19, -0.07], [0.09, -0.30, 0.05], [-0.52, 0.10, 0.14], [1.05, -0.03, -0.57], [-0.21, -0.06, -0.03], [0.19, -0.08, -0.22], [-0.29, 0.06, 0.18], [0.10, 0.05, 0.87], [-0.27, -0.35, -0.80], [-0.06, 0.39, 0.01], [-0.45, 0.21, -0.31], [0.66, -0.04, 0.44], [-0.05, -0.12, -0.13], [-0.57, 0.00, -0.13], [-0.11, -0.20, 0.44], [-0.24, 0.08, -0.52], [0.09, -0.09, 0.01], [0.04, 0.10, 0.05], [0.11, 0.03, 0.20], [0.02, -0.02, -0.04], [0.09, 0.01, -0.12], [-0.09, 0.17, 0.06], [-0.02, 0.10, -0.12], [-0.04, -0.07, 0.03], [-0.10, -0.07, -0.05], [-0.02, 0.00, 0.02], [-0.08, 0.06, 0.00], [0.22, 0.09, 0.02], [0.09, -0.13, 0.08], [0.12, 0.26, 0.01], [0.17, -0.09, -0.03], [-0.01, -0.02, 0.01], [-0.04, 0.00, -0.06], [0.02, 0.01, 0.03], [-0.03, -0.04, -0.04], [0.00, 0.03, 0.01], [0.00, 0.02, 0.01], [-0.01, 0.11, 0.03], [0.01, 0.01, 0.01], [0.00, -0.01, 0.03], [0.02, -0.01, 0.02], [-0.03, -0.04, -0.02], [0.01, -0.05, 0.00], [-0.03, 0.01, -0.01], [0.01, 0.06, -0.03], [0.00, -0.02, 0.03], [-0.04, 0.01, -0.05], [0.12, -0.07, 0.06], [0.03, 0.02, -0.01], [-0.06, -0.03, 0.02], [-0.01, 0.00, 0.01], [0.00, -0.02, 0.00], [0.01, -0.03, 0.01], [0.02, 0.00, -0.02], [0.03, 0.00, -0.01], [0.00, 0.01, -0.01], [0.00, 0.10, 0.11], [0.04, -0.05, -0.03], [0.00, 0.04, 0.02], [-0.02, 0.00, -0.01], [0.02, 0.01, 0.01], [-0.13, -0.06, 0.06], [-0.06, -0.03, -0.05], [0.02, 0.01, -0.04], [0.02, 0.01, 0.03], [0.02, 0.01, -0.02], [0.02, 0.00, -0.01], [0.03, 0.05, 0.10], [-0.15, 0.05, 0.11], [0.03, 0.01, 0.03], [-0.01, 0.00, -0.01], [0.01, 0.00, 0.02], [-0.01, 0.01, 0.01], [0.07, -0.01, 0.01], [-0.05, 0.01, -0.03], [0.02, -0.02, -0.03], [0.06, -0.01, -0.04], [-0.03, -0.01, -0.01], [-0.02, 0.01, -0.02], [-0.01, 0.00, 0.01], [0.06, -0.19, -0.06], [-0.02, 0.00, 0.02], [0.00, 0.01, 0.00], [-0.01, -0.01, 0.01], [0.01, -0.01, -0.01], [-0.05, 0.02, 0.04], [-0.02, 0.01, -0.01], [-0.01, 0.06, 0.02], [-0.02, 0.07, 0.01], [0.03, 0.00, -0.01], [0.02, 0.00, -0.02], [0.00, -0.02, 0.00]]}